{
  "formula": "C11H9BrIrN2O2",
  "method": "ωB97M-V/def2-TZVPD",
  "species": ["Ir", "N", "N", "C", "O", "O", "H", "H", "H", "Br", "C", "C", "C", "C", "C", "C", "C", "C", "C", "C", "H", "H", "H", "H", "H", "H"],
  "positions_angstrom": [[-0.0753, 0.1182, 0.0219], [-0.3168, -0.2949, -2.0117], [-0.2011, -1.6883, -2.1691], [0.0498, -2.5013, -1.0705], [0.1580, -3.6828, -1.1694], [0.1497, -1.8079, 0.0811], [-1.2321, 0.0204, -2.3288], [0.4043, 0.1749, -2.5563], [-0.2921, -2.0875, -3.0887], [0.2624, 0.3973, 2.4322], [0.1815, 2.2979, 2.4114], [0.3129, 3.0111, 3.5729], [0.2482, 4.4113, 3.5111], [0.0579, 5.0386, 2.3072], [-0.0746, 4.2880, 1.1190], [-0.2714, 4.9159, -0.1314], [-0.4025, 4.1852, -1.2957], [-0.3388, 2.8002, -1.2433], [-0.1456, 2.0732, -0.0452], [-0.0127, 2.8752, 1.1572], [0.4632, 2.5113, 4.5204], [0.3499, 4.9861, 4.4207], [0.0071, 6.1185, 2.2548], [-0.3190, 5.9980, -0.1653], [-0.5526, 4.6908, -2.2392], [-0.4464, 2.2668, -2.1806]],
  "forces_ev_per_angstrom": [[-0.381, -0.071, 0.059], [0.026, 0.052, 0.055], [-0.037, 0.013, -0.004], [0.062, -0.004, 0.015], [-0.018, -0.019, -0.011], [0.140, 0.077, -0.035], [-0.001, -0.030, -0.042], [-0.009, 0.010, -0.014], [0.006, -0.017, 0.003], [-0.013, 0.002, 0.043], [0.017, -0.005, -0.044], [0.003, 0.006, 0.005], [0.003, -0.004, 0.021], [-0.003, 0.006, -0.019], [-0.019, -0.004, -0.007], [0.006, 0.013, 0.010], [-0.037, -0.007, 0.020], [-0.011, -0.010, -0.024], [0.206, 0.048, -0.065], [0.036, -0.049, 0.034], [0.001, -0.002, -0.001], [-0.001, 0.000, -0.001], [-0.004, 0.000, -0.001], [0.007, -0.001, 0.000], [-0.004, 0.000, 0.000], [0.024, -0.004, 0.003]],
  "charge": 1,
  "homo_ev": [-12.64, -12.56],
  "relative_energy_kcal_mol": 12.3
}



{
  "formula": "C11H9BrN2O2Pd",
  "method": "ωB97M-V/def2-TZVPD",
  "species": ["Pd", "N", "N", "C", "O", "O", "H", "H", "H", "Br", "C", "C", "C", "C", "C", "C", "C", "C", "C", "C", "H", "H", "H", "H", "H", "H"],
  "positions_angstrom": [[1.6855, 0.8017, -0.4208], [1.7090, 1.2823, -2.4172], [1.9001, 2.6984, -2.4502], [2.9167, 3.1187, -1.5049], [3.4614, 4.1774, -1.7233], [3.1120, 2.3003, -0.5286], [2.5214, 0.7999, -2.8007], [0.8931, 1.0084, -2.9486], [2.1256, 3.0358, -3.3784], [2.0494, 0.0418, 1.8670], [0.3296, -0.7508, 2.0662], [-0.0502, -1.2180, 3.2833], [-1.3312, -1.8030, 3.3995], [-2.1460, -1.8841, 2.3095], [-1.7401, -1.3885, 1.0448], [-2.5982, -1.4451, -0.0810], [-2.1865, -0.9286, -1.2699], [-0.9019, -0.3446, -1.3992], [-0.0182, -0.2684, -0.3581], [-0.4589, -0.8023, 0.8970], [0.6047, -1.1434, 4.1401], [-1.6566, -2.1781, 4.3603], [-3.1312, -2.3256, 2.3965], [-3.5795, -1.8901, 0.0260], [-2.8407, -0.9546, -2.1322], [-0.6692, 0.0602, -2.3770]],
  "forces_ev_per_angstrom": [[-0.431, -0.008, -0.006], [0.028, -0.093, -0.022], [0.049, -0.075, 0.042], [0.088, -0.004, 0.075], [-0.014, -0.007, -0.001], [0.075, -0.021, -0.111], [-0.067, -0.090, -0.047], [-0.091, 0.215, 0.010], [0.028, 0.021, 0.020], [0.008, 0.184, 0.042], [0.008, -0.073, -0.091], [-0.096, -0.057, 0.003], [0.074, 0.030, 0.018], [-0.018, -0.003, -0.028], [-0.077, -0.042, -0.035], [0.020, -0.008, 0.058], [0.094, 0.006, -0.023], [-0.184, -0.053, -0.139], [0.398, 0.113, 0.143], [0.043, -0.012, 0.071], [0.001, 0.001, 0.003], [0.001, -0.004, -0.001], [0.001, 0.000, -0.001], [0.001, 0.000, 0.006], [-0.005, -0.003, 0.002], [0.067, -0.020, 0.014]],
  "charge": 0,
  "homo_ev": -8.53,
  "relative_energy_kcal_mol": 0.0
}



{
  "formula": "C11H9Cl2LiN3S",
  "method": "ωB97M-V/def2-TZVPD",
  "species": ["Li", "N", "C", "C", "C", "C", "C", "C", "N", "C", "C", "C", "S", "C", "N", "H", "H", "H", "H", "H", "H", "H", "Cl", "C", "Cl", "H", "H"],
  "positions_angstrom": [[0.4030, -0.4527, 2.3672], [0.3828, -0.4970, -2.1513], [-0.6679, 0.3514, -2.4370], [-1.1046, 1.0475, -3.5511], [-2.0710, 2.0307, -3.3599], [-2.6486, 2.3214, -2.1746], [-2.0995, 1.7907, -0.9358], [-1.0000, 0.7297, -1.1697], [-0.2548, 0.1979, -0.1461], [0.4315, -0.5873, -0.8768], [1.5419, -1.1586, -0.2428], [2.5537, -1.9593, -0.8163], [3.4543, -2.9540, 0.4109], [2.5516, -2.0600, 1.4157], [1.6414, -1.3494, 1.2506], [1.0955, -0.8260, -3.1666], [-0.8588, 0.8781, -4.5419], [-2.5483, 2.5523, -4.2712], [-3.5662, 2.9206, -2.2761], [-2.9582, 2.0486, 0.2337], [2.9225, -2.2533, -1.8976], [2.8901, -2.4440, 2.5983], [1.0861, -1.2726, 4.4812], [0.1013, 0.1391, 4.9891], [-0.9137, 0.8548, 3.7679], [0.2143, 0.3586, 6.9358], [-0.5785, -0.4074, 5.5646]],
  "forces_ev_per_angstrom": [[-0.261, 0.223, -0.728], [1.528, -1.366, -9.661], [0.882, 0.943, 0.165], [-1.489, 1.022, 0.813], [0.151, -0.382, -3.598], [-0.145, -0.291, 4.324], [-2.230, -0.834, -0.585], [-6.144, 5.909, 3.630], [-2.742, 0.544, -0.598], [4.876, -1.138, 3.506], [4.570, -5.186, 1.162], [0.129, -0.790, -1.696], [-0.054, 1.299, -3.515], [7.752, -7.683, 10.180], [-7.408, 6.815, -5.166], [-2.721, 0.886, 5.027], [0.956, -0.719, -1.631], [1.136, -1.033, 1.353], [0.620, -0.064, 0.873], [3.467, -1.048, -3.720], [-1.450, 1.209, 2.186], [-1.206, 1.487, -2.955], [0.421, 1.044, -0.076], [-0.602, -1.901, 1.513], [0.626, 0.789, -0.002], [0.542, 0.594, -1.494], [-1.206, -0.326, 0.692]],
  "charge": 1,
  "homo_ev": [-11.08, -11.08],
  "relative_energy_kcal_mol": 35.4
}



{
  "formula": "C11H9ClN2O2",
  "method": "ωB97M-V/def2-TZVPD",
  "species": ["C", "C", "C", "C", "Cl", "C", "N", "C", "C", "C", "O", "O", "C", "N", "C", "C", "H", "H", "H", "H", "H", "H", "H", "H", "H"],
  "positions_angstrom": [[4.6192, -0.0127, 0.7164], [3.1309, 0.1441, 0.2699], [2.8285, 0.5888, -1.1402], [1.4533, 0.7196, -1.5724], [1.0326, 1.2456, -3.2501], [0.3092, 0.4292, -0.6219], [-0.9780, 0.5528, -1.1363], [-1.9356, 0.2716, -0.2198], [-3.4552, 0.3244, -0.6615], [-4.0412, -1.1136, -0.2891], [-3.5185, -2.0549, -0.8261], [-5.0689, -1.2357, 0.6452], [-1.6225, -0.0862, 1.1990], [-0.3874, -0.2180, 1.7511], [0.5717, 0.0365, 0.7730], [2.0207, -0.1056, 1.1902], [5.2226, -0.6553, 0.0063], [4.5987, -0.5874, 1.6930], [5.1518, 0.9571, 0.8939], [3.6390, 0.7948, -1.8801], [-4.0119, 1.1591, -0.1583], [-3.4327, 0.4310, -1.7860], [-5.8960, -0.8621, 0.2885], [-2.5007, -0.2961, 1.8756], [2.2707, -0.4271, 2.2397]],
  "forces_ev_per_angstrom": [[-0.582, -0.906, 0.529], [-2.242, 0.330, -0.181], [-2.496, -0.349, 0.682], [1.089, -0.523, 1.888], [0.593, -0.583, 1.790], [0.638, 0.195, -0.498], [-0.487, -0.896, 3.010], [0.797, 0.294, 0.332], [0.732, -0.636, 0.525], [0.705, 0.500, -1.398], [-0.867, 0.479, 1.114], [0.486, 0.128, -0.931], [0.199, -0.134, -0.007], [-1.774, 0.887, -3.692], [3.010, 0.072, -0.191], [0.845, 0.573, -2.142], [-0.777, 0.891, 0.581], [0.165, 0.766, -1.011], [-0.611, -0.780, -0.313], [-0.759, -0.214, 0.873], [0.587, -0.732, -0.511], [-0.260, -0.108, 1.317], [0.494, 0.063, 0.233], [1.049, 0.292, -0.742], [-0.534, 0.395, -1.255]],
  "charge": 0,
  "homo_ev": -8.77,
  "smiles": "Cc1cc(Cl)c2nc(CC(=O)O)cnc2c1"
}



{
  "formula": "C11H9F6N7O6S5SbV",
  "method": "ωB97M-V/def2-TZVPD",
  "species": ["V", "S", "Sb", "S", "S", "F", "C", "F", "F", "S", "O", "O", "N", "S", "O", "O", "C", "F", "F", "F", "C", "N", "C", "C", "C", "N", "C", "O", "N", "H", "H", "H", "H", "H", "H", "H", "N", "C", "O", "C", "C", "N", "C", "N", "H", "H"],
  "positions_angstrom": [[0.6118, 0.4013, -0.1291], [-1.9583, 4.7101, -1.6007], [0.2739, 4.8667, -1.5890], [1.2711, 2.4505, -0.7449], [0.9274, 2.6388, -2.7136], [4.4858, -2.2815, 1.9830], [3.7944, -1.2891, 2.5224], [3.4460, -1.6183, 3.7547], [4.5568, -0.2035, 2.5607], [2.2469, -0.9368, 1.5085], [2.5144, 0.2992, 0.7768], [2.0207, -2.0517, 0.6591], [1.2228, -0.6768, 2.6741], [0.1741, 0.4552, 2.6103], [-1.1146, 0.1889, 3.1328], [0.1527, 1.2403, 1.3619], [1.0065, 1.7591, 3.6640], [1.1265, 1.4642, 4.9428], [2.2296, 1.8779, 3.1234], [0.3982, 2.9351, 3.5392], [-2.8519, -2.0546, 1.8193], [-2.7740, -1.0415, 0.7854], [-3.8599, -0.4340, 0.2596], [-3.7421, 0.5082, -0.7105], [-2.4390, 0.8435, -1.1863], [-1.3739, 0.3024, -0.5608], [-1.5355, -0.6610, 0.3669], [-0.5054, -1.1754, 0.8294], [-2.2651, 1.6399, -2.2230], [-3.8572, -2.4677, 1.8487], [-2.5938, -1.6016, 2.7802], [-2.1210, -2.8352, 1.6010], [-4.8166, -0.7623, 0.6391], [-4.6067, 0.9817, -1.1467], [-3.0565, 2.0838, -2.6665], [-1.3467, 1.8206, -2.6142], [2.9685, -0.5243, -2.7638], [1.6591, -0.7561, -2.5431], [1.1457, -0.2760, -1.4461], [0.8177, -1.4105, -3.4319], [1.2973, -2.0065, -4.6141], [1.7121, -2.4903, -5.5662], [-0.5444, -1.4577, -3.0914], [-1.6509, -1.4101, -2.7846], [3.5481, -0.1615, -2.0195], [3.4055, -0.8837, -3.5971]],
  "forces_ev_per_angstrom": [[-1.880, 1.864, 0.875], [1.030, 0.395, 0.123], [-1.291, -0.329, -0.340], [0.527, 0.473, 0.860], [-0.086, 0.551, -1.240], [-0.395, 0.197, -0.184], [0.520, -0.042, 0.401], [-0.085, -0.019, -0.165], [-0.273, 0.019, -0.149], [1.656, -1.489, 1.648], [-0.134, 0.694, -0.601], [-0.146, -0.510, 0.128], [-0.039, -0.198, -0.232], [0.187, 0.728, 3.990], [-0.105, -0.228, 0.176], [-0.699, 2.191, 2.439], [0.550, 0.670, -0.106], [-0.296, -0.397, -0.323], [-0.069, -0.029, 0.197], [-0.265, -0.406, -0.041], [0.150, -0.399, 0.641], [0.813, 0.068, -0.237], [-0.241, 0.669, -0.711], [-0.034, -0.221, 0.284], [-0.181, 0.309, -0.455], [-0.244, 0.035, 0.262], [-2.263, 0.056, -0.824], [0.900, -0.138, -0.382], [-0.177, -0.494, 0.327], [0.064, 0.013, -0.057], [-0.134, -0.169, -0.126], [-0.221, 0.020, 0.024], [-0.014, 0.027, 0.009], [-0.071, -0.072, 0.015], [0.129, -0.060, 0.127], [0.090, 0.140, 0.181], [-0.588, -0.020, 0.616], [1.091, -1.007, -2.740], [2.161, -2.984, -4.852], [0.603, 0.519, 1.048], [0.037, 0.055, 0.085], [0.274, -0.184, -0.456], [-0.533, 0.010, -0.097], [-0.218, -0.228, 0.030], [-0.096, -0.041, -0.155], [-0.004, -0.038, -0.012]],
  "charge": 1,
  "homo_ev": [-11.41, -11.52],
  "s2": 0.76,
  "spin_multiplicity": 2
}



{
  "formula": "C11H9FNORhS4Sb",
  "method": "ωB97M-V/def2-TZVPD",
  "species": ["Rh", "S", "Sb", "S", "S", "S", "O", "N", "C", "C", "C", "C", "C", "H", "H", "H", "H", "H", "F", "C", "C", "C", "C", "C", "C", "H", "H", "H", "H"],
  "positions_angstrom": [[-1.6181, 0.1690, -1.2291], [-2.1819, 3.9801, 0.9191], [-2.2148, 3.3164, -1.2792], [-3.4817, 1.4405, -1.2477], [-0.2698, 1.9825, -1.8194], [-2.1310, 5.0851, -2.7271], [-0.0817, -1.4784, -1.8190], [1.0855, -0.9357, -1.6328], [1.6979, -0.3035, -2.6515], [2.9217, 0.3034, -2.4706], [3.5217, 0.2936, -1.2253], [2.8541, -0.3263, -0.1800], [1.6366, -0.9280, -0.3996], [1.1314, -0.2978, -3.5685], [3.3691, 0.8184, -3.3085], [4.4686, 0.7900, -1.0621], [3.2536, -0.3248, 0.8243], [1.0207, -1.3888, 0.3590], [-1.0223, -1.9574, 4.5498], [-1.2110, -1.4891, 3.2693], [-1.2053, -2.3880, 2.2253], [-1.3898, -1.8990, 0.9313], [-1.5777, -0.5334, 0.6609], [-1.5911, 0.3280, 1.7669], [-1.4033, -0.1392, 3.0659], [-1.0608, -3.4449, 2.4229], [-1.3810, -2.6061, 0.1083], [-1.7360, 1.3929, 1.6066], [-1.4036, 0.5405, 3.9105]],
  "forces_ev_per_angstrom": [[0.399, -1.326, 0.248], [0.035, 0.217, 0.106], [1.898, 1.728, 0.605], [-1.741, -1.278, -0.130], [0.252, 0.320, -0.260], [-0.477, -0.022, -0.307], [-0.144, 0.138, 0.066], [0.167, 0.241, 0.127], [-0.089, -0.043, -0.026], [0.070, 0.035, -0.026], [0.002, 0.003, -0.031], [-0.043, -0.031, 0.048], [0.023, -0.052, 0.006], [0.004, 0.021, 0.004], [-0.008, 0.002, -0.002], [-0.007, 0.002, -0.001], [-0.010, -0.007, 0.003], [0.025, 0.016, 0.012], [0.000, -0.003, 0.005], [0.003, -0.025, -0.041], [0.022, -0.023, 0.039], [-0.127, 0.054, -0.031], [-0.283, -0.099, -0.398], [0.031, 0.046, -0.002], [0.020, 0.060, -0.029], [-0.010, 0.008, -0.001], [0.033, 0.004, 0.013], [-0.038, 0.018, 0.016], [-0.007, -0.003, -0.013]],
  "charge": -2,
  "homo_ev": [-0.29, -0.72],
  "relative_energy_kcal_mol": 2.2,
  "s2": 0.76,
  "spin_multiplicity": 2
}



{
  "formula": "C11H9N2",
  "method": "ωB97M-V/def2-TZVPD",
  "species": ["C", "C", "C", "C", "C", "C", "C", "C", "C", "C", "C", "N", "N", "H", "H", "H", "H", "H", "H", "H", "H", "H"],
  "positions_angstrom": [[2.2614, 1.6608, -1.2161], [1.2680, 2.4311, -0.6108], [2.1199, 0.3049, -1.1442], [0.0339, 1.9174, -0.2765], [0.9508, -0.2649, -0.5624], [-0.1675, 0.5476, -0.2471], [0.8416, -1.7469, -0.5273], [-0.7422, -2.7053, 1.3337], [-2.7679, -1.5496, 1.2572], [0.0216, -2.2900, 0.3387], [-1.4210, -0.1896, -0.1624], [-2.0803, -2.5977, 1.4120], [-2.1990, -0.2952, 0.9204], [3.0360, 2.0809, -1.7271], [1.4031, 3.5214, -0.6189], [2.9596, -0.3525, -1.5336], [-0.8915, 2.5502, -0.0509], [1.3822, -2.3863, -1.1600], [-0.5793, -3.1916, 2.2718], [-3.7278, -1.3975, 1.7710], [-1.6591, -0.6732, -1.0404], [-2.1075, 0.3457, 1.7729]],
  "forces_ev_per_angstrom": [[-2.466, -0.865, 1.803], [-0.019, 1.703, -1.038], [0.314, -1.783, 0.133], [-2.010, 0.798, 1.098], [1.146, -0.451, -1.654], [1.271, -0.391, -0.557], [-1.017, 0.937, 1.223], [0.772, 0.022, -1.122], [-1.006, 0.063, 1.519], [-0.378, 0.261, 1.058], [0.858, 0.905, 3.985], [-3.172, 0.525, -0.573], [1.217, 1.497, -0.591], [2.163, 1.221, -0.954], [-0.196, -0.504, 0.070], [-1.364, 0.695, 0.553], [1.762, -0.529, -0.298], [0.816, -0.467, -1.116], [1.980, -0.269, 0.387], [-0.006, -0.731, -0.726], [-0.922, -1.736, -1.415], [0.259, -0.901, -1.787]],
  "charge": 1,
  "homo_ev": -12.88,
  "relative_energy_kcal_mol": 0.0
}



{
  "formula": "C11H9N2O6S",
  "method": "ωB97M-V/def2-TZVPD",
  "species": ["O", "C", "N", "C", "C", "C", "C", "C", "C", "N", "C", "C", "C", "C", "O", "O", "O", "S", "O", "O", "H", "H", "H", "H", "H", "H", "H", "H", "H"],
  "positions_angstrom": [[3.2850, -4.2550, 1.0920], [2.9324, -3.3097, 0.2007], [2.4942, -2.5002, -0.8273], [1.7484, -1.3153, -0.1759], [1.4760, -0.2431, -1.3781], [0.2563, 0.8522, -1.0514], [-1.1206, 0.1732, -0.5057], [-1.4883, -0.3436, 0.9976], [-2.9035, -1.0054, 1.4710], [-4.0162, -1.1704, 0.4919], [-3.7442, -0.6798, -0.8890], [-2.4107, -0.0219, -1.5558], [0.8284, 2.1234, -0.1934], [-0.2690, 2.8144, 0.8336], [-0.0268, 3.1038, 2.1325], [-1.6295, 3.2298, 0.3534], [2.1564, 1.8716, 0.4530], [2.0773, 0.6060, 1.5832], [2.9823, 0.9169, 2.8391], [2.7230, -0.7870, 0.8380], [0.7930, -1.7851, 0.3093], [2.4634, 0.3413, -1.6549], [1.1150, -0.8227, -2.3442], [-0.0163, 1.2813, -2.1340], [-0.6651, -0.2306, 1.8522], [-3.0993, -1.3646, 2.5925], [-4.6642, -0.7863, -1.6457], [-2.3478, 0.3228, -2.6973], [1.0702, 2.9840, -0.9873]],
  "forces_ev_per_angstrom": [[-2.651, 7.746, -7.291], [0.045, -3.252, 1.035], [2.065, -3.614, 6.911], [0.418, 0.048, -1.004], [-0.864, -0.034, -0.213], [-0.153, -0.140, -0.738], [-4.830, -1.741, 0.735], [-1.092, -0.243, -1.171], [0.886, 1.466, -4.387], [4.976, 2.338, -1.169], [1.971, 0.562, 0.161], [0.293, -1.159, 4.744], [-0.953, 1.378, -0.585], [-5.719, 3.534, 4.055], [0.454, -2.344, -6.590], [7.400, -2.791, 0.773], [-0.444, -1.459, 0.368], [0.886, 1.662, 4.323], [-2.480, -1.216, -5.500], [-1.175, 0.926, -0.999], [1.636, 1.490, -0.763], [-1.988, -1.293, 0.792], [0.815, 0.930, 2.166], [0.409, -0.921, 2.532], [-1.986, -0.124, -2.123], [0.569, 0.958, -2.885], [2.178, 0.162, 2.035], [-0.297, -0.867, 2.905], [-0.370, -1.998, 1.884]],
  "charge": -1,
  "homo_ev": -4.62
}